Entry 1:
{
  "formula": "C24H19InN5O2S2",
  "method": "the ωB97M-V functional and the def2-TZVPD basis",
  "species": ["In", "C", "N", "C", "C", "N", "C", "S", "C", "C", "C", "C", "C", "N", "H", "H", "H", "H", "H", "H", "H", "H", "H", "S", "C", "C", "C", "C", "C", "C", "C", "C", "C", "N", "H", "H", "H", "H", "H", "H", "O", "C", "O", "C", "C", "C", "C", "C", "N", "H", "H", "H", "H"],
  "coordinates": [[-0.20863, 0.67560, -0.36906], [-0.22477, 2.83087, 4.53334], [0.74054, 1.88906, 3.98504], [1.66600, 1.17861, 4.72365], [2.35553, 0.41744, 3.86509], [1.85016, 0.65814, 2.58465], [0.85128, 1.58876, 2.67797], [-0.13513, 2.38948, 1.53980], [2.41046, 0.02151, 1.43565], [3.21160, -1.09991, 1.60017], [3.84646, -1.61809, 0.48827], [3.66519, -1.01815, -0.75028], [2.79425, 0.04679, -0.82325], [2.16796, 0.55714, 0.24798], [-0.07392, 2.88107, 5.60765], [-1.23680, 2.49335, 4.31960], [-0.07993, 3.81575, 4.09522], [1.75459, 1.28725, 5.78920], [3.18296, -0.23830, 4.04720], [3.31505, -1.58415, 2.55763], [4.47586, -2.49186, 0.59050], [4.15741, -1.38597, -1.63865], [2.55611, 0.52705, -1.76597], [0.11058, 1.67952, -4.82468], [0.09750, 3.18395, -4.02135], [-0.00454, 3.04523, -2.66798], [-0.05610, 1.68518, -2.25702], [0.00615, 0.83173, -3.32623], [-0.00376, -0.63143, -3.22131], [-0.00738, -1.49087, -4.31625], [-0.01175, -2.85552, -4.09976], [-0.01178, -3.34372, -2.79916], [-0.00887, -2.43149, -1.76225], [-0.00546, -1.11332, -1.96909], [0.16088, 4.09652, -4.59319], [-0.02791, 3.88797, -1.99156], [-0.01177, -1.08713, -5.31994], [-0.01718, -3.53606, -4.94103], [-0.01513, -4.40390, -2.59207], [0.00005, -2.74725, -0.72585], [-1.38164, -2.33255, 2.27082], [-1.27646, -1.44153, 1.45766], [-0.16571, -0.90813, 1.05352], [-2.54117, -0.89790, 0.79883], [-3.78462, -1.41597, 1.11165], [-4.89858, -0.88825, 0.47916], [-4.73779, 0.13528, -0.44536], [-3.46227, 0.59755, -0.70636], [-2.39368, 0.08696, -0.09151], [-3.84702, -2.21328, 1.83768], [-5.88603, -1.27033, 0.70175], [-5.58443, 0.56774, -0.95872], [-3.27638, 1.38960, -1.42181]],
  "forces_ev_per_a": [[-0.04, 0.11, -0.14], [-0.03, 0.01, 0.03], [0.04, -0.03, 0.08], [-0.03, 0.01, -0.07], [-0.05, 0.03, -0.02], [0.12, -0.04, -0.03], [-0.03, -0.02, 0.03], [0.01, -0.01, -0.04], [-0.02, 0.11, 0.01], [0.01, 0.00, 0.05], [0.00, 0.01, -0.04], [0.00, 0.00, 0.02], [0.01, 0.05, 0.05], [-0.04, -0.12, -0.04], [0.01, -0.01, 0.00], [0.01, -0.01, -0.02], [0.02, 0.00, 0.00], [-0.01, 0.01, 0.00], [-0.02, -0.01, 0.00], [0.02, 0.00, -0.01], [0.00, 0.00, 0.00], [0.00, 0.00, 0.00], [0.01, -0.02, -0.01], [0.08, -0.08, 0.04], [-0.07, 0.04, 0.00], [0.06, -0.04, -0.02], [-0.03, -0.09, 0.25], [-0.05, 0.13, -0.14], [-0.02, -0.09, 0.00], [0.01, 0.07, -0.02], [-0.01, -0.03, 0.01], [0.00, 0.01, -0.03], [0.01, 0.01, 0.02], [0.05, -0.01, 0.06], [-0.01, 0.00, 0.01], [0.00, 0.00, -0.01], [0.00, -0.01, 0.00], [0.00, 0.00, 0.01], [0.00, 0.00, 0.00], [-0.01, 0.01, 0.00], [0.00, 0.01, 0.07], [0.02, -0.03, -0.15], [-0.03, -0.01, 0.00], [0.00, 0.04, 0.03], [-0.02, 0.01, 0.00], [-0.01, 0.02, -0.02], [-0.01, -0.03, 0.01], [0.00, -0.02, 0.01], [0.01, 0.04, 0.01], [0.01, 0.00, 0.00], [0.00, 0.00, 0.00], [0.00, 0.00, 0.00], [0.00, 0.00, 0.00]],
  "e_above_lowest_kcal_mol": 10.3,
  "spin_multiplicity": 1,
  "e_homo_ev": -10.98,
  "orbital_gap_ev": 8.30,
  "total_charge": 1
}


Entry 2:
{
  "formula": "C33H24Br2CdN5O2",
  "method": "the ωB97M-V functional and the def2-TZVPD basis",
  "species": ["Cd", "O", "C", "N", "C", "C", "C", "C", "C", "C", "N", "C", "C", "C", "C", "C", "N", "H", "H", "H", "H", "H", "H", "H", "H", "H", "H", "Br", "C", "C", "C", "Br", "C", "C", "C", "C", "N", "C", "C", "O", "H", "H", "H", "H", "N", "C", "C", "C", "C", "C", "C", "C", "C", "C", "C", "C", "C", "H", "H", "H", "H", "H", "H", "H", "H", "H", "H"],
  "coordinates": [[0.19292, 0.23386, -0.31736], [-0.58697, -3.42993, 1.92083], [-0.38376, -2.27132, 1.51869], [-0.03639, -1.88435, 0.30102], [0.10670, -2.95095, -0.65063], [1.12700, -2.65357, -1.72031], [1.31537, -3.56074, -2.76679], [2.27284, -3.29614, -3.72350], [3.02163, -2.12783, -3.61900], [2.75845, -1.27892, -2.56085], [1.83108, -1.53108, -1.63249], [-0.54762, -1.14742, 2.53211], [-0.94013, -1.45300, 3.82941], [-1.09086, -0.42053, 4.73714], [-0.85188, 0.88322, 4.32723], [-0.46333, 1.09652, 3.01566], [-0.30923, 0.10303, 2.14574], [-0.84785, -3.16981, -1.15159], [0.39326, -3.88017, -0.14483], [0.70846, -4.45681, -2.81224], [2.43680, -3.98715, -4.54162], [3.78695, -1.87665, -4.34104], [3.30249, -0.34930, -2.44620], [-1.11658, -2.48851, 4.08067], [-1.39674, -0.62695, 5.75563], [-0.96720, 1.71893, 5.00399], [-0.27172, 2.09445, 2.63441], [-4.86223, 1.86199, 0.31913], [-4.11837, 1.21898, -1.30104], [-4.93505, 1.15001, -2.42943], [-4.44199, 0.70392, -3.62414], [-5.60811, 0.63474, -5.12986], [-3.09075, 0.30308, -3.73999], [-2.49436, -0.15825, -4.93469], [-1.17818, -0.51725, -4.94139], [-0.44246, -0.42881, -3.74686], [-0.96318, -0.00971, -2.62065], [-2.26630, 0.36575, -2.58872], [-2.76523, 0.84405, -1.29575], [-2.01644, 0.91077, -0.28046], [-5.96890, 1.45690, -2.34895], [-3.09279, -0.21902, -5.83378], [-0.69498, -0.87080, -5.84270], [0.60207, -0.71550, -3.73024], [2.88748, 0.12360, 1.47893], [3.73546, 0.30740, 0.38571], [4.74974, -0.62869, 0.16283], [5.68447, -0.45364, -0.84039], [5.63596, 0.68354, -1.64103], [4.62579, 1.60920, -1.42551], [3.65667, 1.44210, -0.43520], [2.59520, 2.48236, -0.27897], [3.02582, 3.80656, -0.14611], [2.11713, 4.84843, -0.05999], [0.75911, 4.56450, -0.11087], [0.33687, 3.24662, -0.23775], [1.22748, 2.16406, -0.32650], [2.56344, -0.82844, 1.59036], [2.09683, 0.74714, 1.51072], [4.79599, -1.49779, 0.80946], [6.45519, -1.19996, -0.99109], [6.36414, 0.84140, -2.42667], [4.55912, 2.48630, -2.05985], [4.08953, 4.01747, -0.09907], [2.46649, 5.86856, 0.04983], [0.03076, 5.36543, -0.04683], [-0.73012, 3.04599, -0.26955]],
  "forces_ev_per_a": [[0.05, 0.02, -0.27], [0.03, -0.01, -0.02], [-0.08, 0.01, 0.01], [0.00, -0.12, 0.07], [-0.02, 0.02, 0.01], [-0.01, -0.02, 0.03], [0.03, 0.02, -0.01], [0.00, 0.02, 0.01], [0.00, -0.02, -0.01], [0.01, 0.01, 0.00], [0.02, -0.01, -0.06], [0.03, 0.02, -0.02], [-0.02, 0.00, 0.00], [-0.01, -0.01, 0.01], [-0.01, 0.02, 0.00], [-0.02, -0.02, -0.03], [0.02, 0.03, 0.07], [-0.01, -0.01, 0.01], [0.00, -0.02, -0.01], [0.00, 0.00, 0.01], [0.00, 0.00, 0.00], [0.00, 0.00, 0.00], [0.00, 0.01, 0.01], [0.00, 0.00, -0.01], [0.00, 0.00, 0.00], [0.00, 0.00, 0.00], [0.02, 0.00, 0.01], [0.00, 0.00, 0.01], [-0.03, 0.01, -0.04], [0.02, 0.00, 0.03], [0.01, 0.00, 0.00], [0.00, 0.00, 0.00], [-0.01, -0.01, -0.03], [-0.01, 0.00, 0.01], [0.02, -0.01, 0.02], [-0.01, -0.01, -0.04], [-0.11, -0.01, 0.06], [0.03, 0.01, 0.07], [0.11, -0.02, 0.02], [-0.11, 0.00, -0.04], [0.00, 0.00, -0.01], [0.00, 0.00, 0.00], [-0.01, 0.00, 0.00], [0.00, 0.01, 0.00], [0.01, -0.14, 0.00], [-0.02, -0.05, 0.17], [-0.01, -0.02, -0.03], [-0.01, 0.08, -0.04], [0.00, -0.08, 0.05], [0.01, 0.00, -0.01], [-0.02, 0.07, -0.04], [0.09, 0.00, -0.06], [0.00, 0.03, 0.01], [-0.05, -0.01, 0.00], [0.06, 0.01, 0.00], [0.02, -0.01, -0.02], [-0.05, 0.07, 0.16], [0.09, 0.00, 0.01], [-0.02, 0.15, -0.09], [0.01, -0.01, -0.01], [0.00, 0.00, 0.00], [0.00, -0.01, 0.00], [-0.01, 0.00, 0.02], [-0.01, -0.02, 0.00], [0.00, 0.00, 0.00], [0.00, 0.00, 0.00], [0.00, 0.01, 0.01]],
  "spin_multiplicity": 1,
  "e_homo_ev": -4.61,
  "orbital_gap_ev": 7.09,
  "total_charge": -1
}


Entry 3:
{
  "formula": "C5H11NO",
  "method": "the ωB97M-V functional and the def2-TZVPD basis",
  "species": ["C", "C", "C", "C", "C", "H", "H", "H", "H", "H", "H", "H", "H", "H", "H", "H", "N", "O"],
  "coordinates": [[2.06143, -0.37480, -0.43311], [1.03387, -0.67628, 0.63195], [-1.22244, -0.85237, -0.42549], [-2.27229, 0.40851, -0.13050], [-0.81590, 1.21553, 0.07755], [1.39490, 1.11392, 1.36179], [1.31404, -0.35593, -1.47355], [2.91471, -1.08578, -0.66879], [1.14259, -1.86670, 0.79638], [1.54110, -0.21263, 1.53083], [-1.85766, -1.59087, -0.21211], [-0.70051, -0.82191, -1.40845], [-3.12707, 0.80741, -0.90955], [-2.77311, 0.01822, 1.04600], [-0.29956, 1.99867, 0.87388], [-0.23014, 1.44273, -0.98430], [-0.33666, -0.21625, 0.56686], [2.23271, 1.04852, -0.23938]],
  "forces_ev_per_a": [[-3.00, 3.67, -2.95], [0.36, -3.84, 0.62], [0.18, 5.53, -0.64], [0.33, 0.23, 1.12], [2.77, -1.49, 0.34], [2.13, -0.16, -3.01], [2.06, -0.54, 2.23], [-0.72, 1.13, 1.00], [-1.20, 2.27, 0.02], [-0.22, 0.05, 0.23], [-1.11, -4.12, 0.97], [-0.97, -0.28, 0.26], [2.45, -1.05, 2.05], [1.50, 1.72, -3.83], [-2.22, -1.38, -1.81], [-1.82, -0.46, 2.51], [-0.21, 0.16, -1.06], [-0.33, -1.46, 1.95]],
  "e_above_lowest_kcal_mol": 247.7,
  "spin_multiplicity": 1,
  "e_homo_ev": -9.21,
  "orbital_gap_ev": 8.35
}


Entry 4:
{
  "formula": "C12H16CeClSc",
  "method": "the ωB97M-V functional and the def2-TZVPD basis",
  "species": ["Ce", "Cl", "C", "C", "H", "H", "H", "H", "H", "H", "Sc", "C", "C", "H", "H", "H", "H", "H", "C", "C", "C", "C", "C", "C", "C", "C", "H", "H", "H", "H", "H"],
  "coordinates": [[-0.14134, -2.08556, -3.72998], [-1.05308, -0.07247, -3.01891], [-1.71672, -3.24005, -3.55603], [0.81992, -1.34299, -5.28630], [-1.55473, -4.01444, -4.33375], [-1.76610, -3.71136, -2.57206], [-2.63848, -2.69027, -3.77401], [0.88473, -2.20600, -5.98290], [1.82475, -1.00432, -5.02798], [0.24606, -0.53841, -5.76022], [0.12743, -0.58098, -1.21413], [1.44092, 0.92653, -0.64753], [1.09204, -2.11153, -2.12683], [2.46179, 0.54553, -0.72025], [1.29671, 1.82387, -1.24946], [1.23964, 1.18245, 0.42890], [2.11017, -2.02754, -2.45524], [0.78005, -3.01646, -1.55629], [-0.07524, 0.25774, 0.58405], [-0.19308, 0.84405, 1.75796], [-0.28694, 1.45849, 3.02690], [0.75288, 1.52422, 3.98572], [0.57948, 1.84206, 5.30154], [-0.65995, 2.44641, 5.68083], [-1.58022, 2.67151, 4.68975], [-1.51071, 2.08443, 3.45037], [1.75689, 1.27722, 3.65188], [1.28553, 1.68104, 6.07435], [-0.78605, 2.68155, 6.70391], [-2.40843, 3.33461, 4.92363], [-2.32790, 2.06069, 2.75206]],
  "forces_ev_per_a": [[2.23, -3.13, -0.86], [-4.12, 6.09, -0.78], [-7.20, -5.48, 0.05], [3.71, 2.41, -7.31], [-0.37, -0.11, 0.06], [-0.24, -0.17, 0.14], [-0.26, -0.31, 0.04], [0.18, 0.40, -0.19], [0.22, 0.16, -0.10], [0.21, 0.04, -0.25], [0.61, -0.42, 1.92], [1.52, 1.93, 0.83], [2.89, -1.56, 3.74], [0.20, -0.11, -0.18], [0.08, 0.23, -0.21], [1.82, 0.81, -1.71], [1.06, -0.26, 0.07], [0.56, -0.03, 0.04], [-2.82, 2.04, 8.66], [-0.05, -2.39, -3.50], [-1.20, 0.80, 0.68], [1.29, -0.95, -1.09], [-2.82, 1.11, 0.30], [2.39, -1.11, -0.87], [-1.33, 0.56, 0.44], [1.58, -0.63, -0.86], [-0.11, -0.42, -0.02], [0.98, -0.08, 0.28], [-0.40, 0.60, 0.77], [-0.35, -0.37, 0.00], [-0.26, 0.35, -0.09]],
  "e_above_lowest_kcal_mol": 237.5,
  "spin_multiplicity": 2,
  "e_homo_ev": [-1.54, -3.39],
  "orbital_gap_ev": [3.99, 5.59],
  "total_charge": -1
}


Entry 5:
{
  "formula": "C5H9N",
  "method": "the ωB97M-V functional and the def2-TZVPD basis",
  "species": ["C", "N", "C", "C", "C", "C", "H", "H", "H", "H", "H", "H", "H", "H", "H"],
  "coordinates": [[1.46540, -0.91956, -1.44827], [1.19328, 0.87688, 1.18131], [0.11396, 0.41035, 0.34160], [0.33130, -0.64400, -0.53334], [-2.41737, 0.32935, 0.42224], [-1.17394, 0.88786, 0.71563], [2.04221, -1.85234, -1.31166], [2.20326, -0.10954, -1.50483], [1.13503, -1.04272, -2.48775], [1.77128, 0.08885, 1.41599], [0.84263, 1.35858, 1.99074], [-0.55453, -1.26382, -0.61825], [-2.58426, -0.73402, 0.50054], [-3.30358, 0.81439, 0.01644], [-1.06469, 1.79974, 1.31960]],
  "forces_ev_per_a": [[0.76, -0.17, -0.41], [0.47, 0.62, -1.32], [-0.28, -1.09, 1.23], [-0.60, -0.19, 0.46], [-0.60, -0.21, -0.12], [0.58, 0.36, 0.05], [0.03, 0.03, 0.44], [-0.07, 0.01, 0.29], [-0.29, 0.16, -0.14], [0.05, 0.05, 0.29], [0.01, -0.08, 0.13], [-0.10, 0.19, -0.77], [0.37, -0.52, -0.46], [0.06, 0.58, 0.53], [-0.40, 0.25, -0.20]],
  "e_above_lowest_kcal_mol": 16.6,
  "spin_multiplicity": 2,
  "e_homo_ev": [-0.29, -1.61],
  "orbital_gap_ev": [4.76, 6.05],
  "total_charge": -1
}